1.
# C44H79F9O30

A cluster of 11 separate species, C44H79F9O30 in total (the ωB97M-V functional and the def2-TZVPD basis, OMol25).

Atoms and positions in Å:
C 1.784 3.445 3.309
C 2.433 2.801 4.525
O 2.334 1.373 4.593
C 2.818 0.568 3.671
O 3.416 0.878 2.688
C 2.377 -0.898 3.884
F 3.402 -1.685 3.565
F 1.995 -1.181 5.113
F 1.381 -1.189 3.054
H 2.477 3.536 2.467
H 1.610 4.517 3.435
H 0.890 2.968 2.912
H 2.102 3.221 5.471
H 3.513 2.980 4.512
C 0.952 4.002 -6.971
C 0.899 3.480 -5.558
O 1.090 2.074 -5.511
C 1.569 1.518 -4.420
O 1.766 2.107 -3.395
C 1.851 -0.004 -4.560
F 3.131 -0.240 -4.293
F 1.085 -0.670 -3.690
F 1.563 -0.434 -5.787
H 1.895 3.768 -7.465
H 0.847 5.087 -6.956
H 0.120 3.592 -7.543
H -0.090 3.651 -5.119
H 1.542 4.065 -4.898
C -0.496 -5.795 -5.464
C 0.651 -4.796 -5.504
O 1.204 -4.719 -4.186
C 2.294 -4.011 -3.946
O 2.861 -3.362 -4.777
C 2.714 -4.071 -2.487
F 2.031 -4.965 -1.786
F 4.004 -4.366 -2.409
F 2.482 -2.867 -1.984
H -1.178 -5.646 -4.632
H -0.138 -6.826 -5.486
H -1.005 -5.730 -6.429
H 0.254 -3.836 -5.832
H 1.417 -5.174 -6.179
C -1.665 1.021 9.986
C -2.287 1.438 8.677
O -1.300 1.255 7.644
C -1.614 1.647 6.405
O -2.531 2.365 6.138
O -0.764 1.032 5.594
C -1.119 1.100 4.203
H -2.328 1.219 10.828
H -0.800 1.683 10.069
H -1.365 -0.022 10.050
H -2.748 2.425 8.666
H -3.068 0.756 8.317
H -1.191 2.158 3.935
H -2.094 0.637 4.069
H -0.313 0.712 3.591
C -4.789 -2.311 -6.308
C -4.837 -1.639 -4.947
O -4.274 -2.489 -3.946
C -2.935 -2.476 -3.808
O -2.152 -1.987 -4.588
O -2.642 -3.109 -2.690
C -1.315 -2.984 -2.158
H -5.382 -3.222 -6.343
H -3.750 -2.533 -6.552
H -5.096 -1.572 -7.051
H -5.838 -1.359 -4.623
H -4.294 -0.692 -5.001
H -0.778 -3.812 -2.639
H -1.361 -3.185 -1.098
H -0.785 -2.075 -2.424
C 9.844 3.870 -1.252
C 8.723 4.221 -0.288
O 7.483 3.761 -0.769
C 6.433 3.956 0.008
O 6.482 4.368 1.132
O 5.348 3.623 -0.675
C 4.140 3.558 0.066
H 9.887 2.795 -1.447
H 10.835 4.188 -0.932
H 9.765 4.267 -2.268
H 8.701 5.305 -0.131
H 8.998 3.889 0.715
H 3.767 4.585 0.007
H 4.193 3.219 1.100
H 3.404 2.921 -0.425
C -10.520 1.686 0.035
C -9.624 1.707 -1.187
O -8.417 2.440 -0.994
C -7.304 1.998 -1.563
O -7.217 0.968 -2.191
O -6.335 2.867 -1.351
C -5.208 2.832 -2.202
H -10.205 1.033 0.845
H -11.486 1.311 -0.307
H -10.634 2.710 0.392
H -10.165 2.113 -2.044
H -9.386 0.700 -1.538
H -4.637 1.929 -1.975
H -4.604 3.726 -2.092
H -5.474 2.752 -3.259
C -1.577 -2.594 2.457
C -0.915 -3.727 1.690
O 0.393 -3.299 1.266
C 1.459 -4.041 1.577
O 1.451 -5.083 2.162
O 2.527 -3.353 1.169
C 3.814 -3.841 1.530
H -2.558 -2.892 2.830
H -1.697 -1.711 1.830
H -1.014 -2.297 3.341
H -1.378 -4.123 0.791
H -0.854 -4.562 2.391
H 4.229 -4.405 0.691
H 3.732 -4.568 2.338
H 4.471 -3.021 1.799
C 5.444 -1.132 -1.019
C 6.144 -0.078 -0.234
O 7.477 -0.363 0.196
C 7.604 -1.254 1.160
O 6.704 -1.769 1.763
O 8.920 -1.412 1.374
C 9.276 -2.490 2.240
H 6.120 -1.733 -1.630
H 4.736 -0.665 -1.703
H 4.854 -1.777 -0.365
H 5.538 0.357 0.565
H 6.278 0.783 -0.897
H 10.355 -2.502 2.349
H 9.009 -3.424 1.738
H 8.731 -2.493 3.181
C 2.324 -0.045 -0.529
C 1.074 0.816 -0.392
O -0.015 -0.039 -0.635
C -1.168 0.144 -0.002
O -1.296 0.874 0.947
O -2.104 -0.560 -0.619
C -3.435 -0.452 -0.097
H 3.222 0.503 -0.235
H 2.513 -0.353 -1.557
H 2.269 -0.939 0.093
H 1.183 1.655 -1.084
H 1.074 1.319 0.578
H -3.438 -0.756 0.945
H -4.093 -1.144 -0.620
H -3.778 0.560 -0.310
C -8.146 -0.598 2.419
C -7.308 -0.333 1.185
O -6.658 0.932 1.220
C -5.595 1.077 2.015
O -4.932 0.241 2.584
O -5.270 2.358 1.974
C -4.005 2.744 2.551
H -8.480 -1.632 2.293
H -9.063 -0.006 2.465
H -7.666 -0.453 3.384
H -7.894 -0.424 0.272
H -6.549 -1.118 1.104
H -3.967 3.808 2.328
H -3.216 2.108 2.162
H -4.074 2.736 3.641

Properties
LUMO energy (eV): 0.3
Spin multiplicity: 1
SMILES: CCOC(=O)C(F)(F)F.CCOC(=O)C(F)(F)F.CCOC(=O)C(F)(F)F.CCOC(=O)OC.CCOC(=O)OC.CCOC(=O)OC.CCOC(=O)OC.CCOC(=O)OC.CCOC(=O)OC.CCOC(=O)OC.CCOC(=O)OC
Frontier orbital gap (hartree): 0.3990
Charge: 0
E_HOMO (eV): -10.5

Mulliken atomic charge list, values in e, 6 entries: -0.170 -0.527 -0.296 -0.065 -0.333 1.074

=====

2.
# C44H80F18O17

A cluster of 11 separate species, C44H80F18O17 in total (the ωB97M-V functional and the def2-TZVPD basis, OMol25).

Atoms and positions in Å:
C 6.571 -1.805 0.705
C 5.588 -2.744 0.028
O 4.729 -3.252 1.026
C 3.778 -4.138 0.715
O 3.325 -4.366 -0.397
C 3.258 -4.876 1.994
F 3.353 -6.163 1.743
F 3.886 -4.606 3.116
F 1.931 -4.645 2.124
H 6.060 -1.259 1.498
H 6.981 -1.109 -0.027
H 7.378 -2.379 1.159
H 6.131 -3.514 -0.519
H 5.057 -2.166 -0.727
C -1.627 -3.418 4.859
C -1.167 -2.445 3.799
O 0.213 -2.037 3.891
C 0.646 -1.079 4.779
O -0.150 -0.525 5.528
C 2.130 -0.730 4.694
F 2.583 -0.475 5.934
F 2.880 -1.683 4.104
F 2.268 0.345 3.948
H -1.411 -3.113 5.883
H -1.143 -4.388 4.744
H -2.697 -3.627 4.877
H -1.773 -1.539 3.779
H -1.312 -2.842 2.795
C -4.677 1.592 -2.819
C -5.024 2.716 -1.870
O -6.215 2.334 -1.157
C -6.192 1.664 0.051
O -5.179 1.294 0.612
C -7.658 1.387 0.588
F -7.941 2.097 1.668
F -8.676 1.654 -0.306
F -7.720 0.080 0.987
H -5.427 1.487 -3.604
H -4.635 0.666 -2.246
H -3.722 1.785 -3.307
H -5.205 3.623 -2.447
H -4.196 2.935 -1.196
C 2.211 -7.820 -1.314
C 0.832 -7.469 -0.712
O 0.593 -6.092 -1.006
C -0.506 -5.438 -0.621
O -1.308 -5.867 0.193
C -0.574 -3.990 -1.254
F -0.216 -4.000 -2.538
F -1.827 -3.498 -1.140
F 0.283 -3.181 -0.605
H 3.038 -7.423 -0.725
H 2.225 -7.448 -2.339
H 2.464 -8.874 -1.208
H 0.767 -7.692 0.353
H 0.085 -8.107 -1.186
C 5.410 4.330 0.238
C 5.322 2.801 0.088
O 6.117 2.156 1.084
C 5.735 2.137 2.408
O 4.659 2.568 2.817
C 6.862 1.549 3.319
F 6.972 2.439 4.323
F 6.450 0.426 3.857
F 8.106 1.463 2.789
H 5.091 4.701 1.212
H 4.846 4.746 -0.597
H 6.481 4.524 0.182
H 5.660 2.581 -0.925
H 4.308 2.413 0.177
C 2.792 -0.182 -0.008
C 1.540 -0.334 0.754
O 0.593 0.184 -0.122
C -0.696 0.458 0.398
O -1.019 0.327 1.577
C -1.694 0.958 -0.637
F -2.607 -0.017 -0.827
F -2.348 2.011 -0.149
F -1.131 1.222 -1.803
H 3.669 -0.408 0.599
H 2.887 0.867 -0.288
H 2.874 -0.792 -0.908
H 1.523 0.224 1.690
H 1.241 -1.337 1.055
C -4.041 -0.102 4.713
C -4.289 -0.224 3.258
O -4.156 -1.661 3.042
C -4.289 -2.001 1.635
C -4.272 -3.433 1.585
H -4.238 0.919 5.041
H -4.642 -0.795 5.301
H -2.972 -0.217 4.890
H -5.325 0.013 3.013
H -3.551 0.334 2.682
H -5.279 -1.669 1.323
H -3.514 -1.542 1.021
H -3.278 -3.864 1.707
H -4.668 -3.801 0.639
H -4.977 -3.778 2.341
C 1.205 -1.107 -3.480
C 2.139 -0.759 -4.599
O 1.452 0.258 -5.247
C 2.114 0.874 -6.344
C 1.050 1.343 -7.306
H 1.631 -1.786 -2.741
H 0.998 -0.225 -2.874
H 0.248 -1.518 -3.803
H 3.097 -0.463 -4.171
H 2.318 -1.572 -5.303
H 2.749 1.732 -6.124
H 2.835 0.220 -6.833
H 0.417 2.146 -6.927
H 0.326 0.549 -7.491
H 1.442 1.871 -8.175
C 2.285 2.669 -2.627
C 1.410 3.637 -1.810
O 1.793 3.399 -0.449
C 1.009 4.227 0.404
C 1.559 4.073 1.837
H 3.315 3.025 -2.670
H 2.354 1.656 -2.231
H 1.860 2.507 -3.617
H 1.679 4.623 -2.186
H 0.348 3.455 -1.974
H 1.074 5.250 0.034
H -0.055 3.990 0.387
H 0.961 4.689 2.508
H 2.563 4.459 2.011
H 1.590 3.032 2.161
C -0.804 2.669 6.334
C -1.171 2.580 4.850
O -1.955 3.632 4.337
C -2.431 3.392 3.024
C -2.432 4.775 2.349
H -1.712 2.825 6.916
H -0.154 1.855 6.657
H -0.186 3.562 6.426
H -0.196 2.523 4.365
H -1.586 1.582 4.711
H -1.739 2.687 2.564
H -3.425 2.946 3.066
H -1.459 5.267 2.355
H -3.207 5.406 2.784
H -2.703 4.710 1.296
C -2.515 -1.307 -4.172
C -1.990 -0.361 -5.229
O -3.075 0.462 -5.664
C -2.727 1.584 -6.430
C -3.942 2.535 -6.584
H -3.010 -0.843 -3.319
H -3.234 -1.965 -4.658
H -1.739 -1.966 -3.783
H -1.265 0.288 -4.738
H -1.461 -0.852 -6.046
H -1.838 2.099 -6.065
H -2.369 1.208 -7.388
H -4.295 2.796 -5.586
H -4.728 2.105 -7.204
H -3.634 3.523 -6.926

Properties
LUMO energy (eV): 0.3
Spin multiplicity: 1
SMILES: CCOC(=O)C(F)(F)F.CCOC(=O)C(F)(F)F.CCOC(=O)C(F)(F)F.CCOC(=O)C(F)(F)F.CCOC(=O)C(F)(F)F.CCOC(=O)C(F)(F)F.CCOCC.CCOCC.CCOCC.CCOCC.CCOCC
Frontier orbital gap (hartree): 0.3505
Charge: 0
E_HOMO (eV): -9.2

Mulliken atomic charge list, values in e, 6 entries: -1.103 -0.136 -0.118 0.384 -0.563 0.841

=====

3.
# C44H83N10O13

A cluster of 9 separate species, C44H83N10O13 in total (the ωB97M-V functional and the def2-TZVPD basis, OMol25).

Atoms and positions in Å:
C -1.329 1.624 0.194
C -0.515 0.577 -0.773
O -0.575 -0.827 -0.336
C 0.663 -1.263 0.328
C 0.522 -1.098 1.977
O 1.754 -0.445 2.454
C 1.561 0.998 2.685
C 2.902 1.752 2.029
O 2.751 1.901 0.570
C 4.062 2.034 -0.106
C 4.643 0.497 -0.415
C 5.699 -0.133 0.670
N 6.316 -1.528 0.597
C 7.242 -1.922 1.736
C 6.331 -1.833 3.134
C 6.348 -0.505 4.142
C 5.411 -0.384 5.511
C 4.398 -1.603 5.974
C 4.401 -2.962 5.002
C 5.330 -3.077 3.628
C 5.945 -2.392 -0.590
N 6.587 -3.778 -0.676
C 4.903 -1.927 -1.810
C 4.230 -0.409 -1.718
C 3.206 0.237 -2.824
O 2.028 -0.323 -3.209
O 3.532 1.535 -3.488
H -1.675 1.033 1.147
H -0.544 2.439 0.568
H -2.183 2.224 -0.339
H 0.576 0.987 -0.956
H -1.047 0.614 -1.840
H 0.868 -2.398 0.025
H 1.626 -0.672 0.016
H -0.459 -0.509 2.277
H 0.422 -2.202 2.419
H 0.554 1.427 2.251
H 1.595 1.163 3.858
H 3.037 2.802 2.581
H 3.831 1.095 2.355
H 4.895 2.528 0.592
H 4.036 2.695 -1.078
H 6.010 0.556 1.583
H 7.716 -2.989 1.632
H 8.045 -1.063 1.837
H 7.048 0.408 3.820
H 5.423 0.581 6.191
H 3.697 -1.552 6.938
H 3.666 -3.824 5.369
H 5.246 -4.101 3.022
H 7.586 -3.669 -0.993
H 6.018 -4.301 -1.381
H 4.616 -2.620 -2.714
H 2.685 2.090 -3.438
C 1.786 -2.528 8.882
O 2.270 -2.813 7.794
N 0.446 -2.323 9.134
C -0.047 -1.988 10.454
C -0.500 -2.445 8.044
H 2.417 -2.411 9.779
H -0.754 -2.759 10.773
H -0.556 -1.021 10.406
H 0.770 -1.928 11.177
H -0.435 -3.455 7.628
H -0.238 -1.725 7.263
H -1.518 -2.255 8.394
C -3.131 -4.788 7.142
O -3.230 -3.868 7.944
N -3.317 -4.686 5.780
C -3.181 -5.826 4.897
C -3.659 -3.399 5.212
H -2.875 -5.809 7.468
H -2.394 -5.617 4.167
H -4.131 -5.986 4.377
H -2.922 -6.730 5.456
H -2.867 -2.683 5.450
H -4.595 -3.050 5.658
H -3.774 -3.474 4.127
C -3.563 3.653 2.762
O -3.036 2.556 2.896
N -4.578 3.951 1.878
C -5.150 5.278 1.780
C -5.090 2.904 1.018
H -3.249 4.519 3.367
H -6.219 5.220 2.005
H -5.008 5.650 0.761
H -4.672 5.966 2.483
H -5.477 2.091 1.638
H -4.273 2.518 0.401
H -5.887 3.288 0.375
C -0.552 5.404 -0.988
O -1.557 6.102 -1.033
N 0.142 4.929 -2.081
C 1.326 4.106 -1.944
C -0.326 5.264 -3.410
H -0.111 5.091 -0.028
H 2.167 4.613 -2.425
H 1.147 3.145 -2.435
H 1.566 3.932 -0.891
H -0.333 6.352 -3.522
H -1.348 4.891 -3.532
H 0.321 4.819 -4.171
C 10.919 0.290 2.712
O 9.747 -0.018 2.888
N 11.923 -0.569 2.318
C 13.288 -0.125 2.131
C 11.603 -1.962 2.084
H 11.271 1.324 2.862
H 13.584 -0.316 1.095
H 13.939 -0.686 2.807
H 13.388 0.944 2.341
H 10.843 -2.026 1.299
H 11.196 -2.394 3.003
H 12.494 -2.517 1.779
C -2.559 2.575 -5.047
O -2.658 3.495 -4.246
N -2.745 2.677 -6.410
C -2.610 1.537 -7.293
C -3.087 3.964 -6.978
H -2.303 1.554 -4.721
H -1.822 1.746 -8.022
H -3.559 1.377 -7.813
H -2.350 0.633 -6.734
H -2.295 4.680 -6.740
H -4.023 4.313 -6.531
H -3.202 3.889 -8.063
C -5.877 0.546 -6.315
O -5.215 0.662 -7.338
N -6.458 -0.621 -5.866
C -7.228 -0.676 -4.641
C -6.293 -1.832 -6.643
H -6.064 1.405 -5.650
H -6.760 -1.392 -3.960
H -8.245 -1.006 -4.877
H -7.272 0.304 -4.158
H -5.226 -2.056 -6.731
H -6.704 -1.672 -7.644
H -6.807 -2.671 -6.165
C -9.236 -1.608 -8.307
O -8.709 -2.705 -8.173
N -10.251 -1.310 -9.192
C -10.822 0.017 -9.290
C -10.763 -2.357 -10.052
H -8.922 -0.742 -7.702
H -11.891 -0.041 -9.065
H -10.681 0.389 -10.308
H -10.345 0.705 -8.587
H -11.150 -3.170 -9.431
H -9.945 -2.742 -10.669
H -11.559 -1.973 -10.695

Properties
LUMO energy (eV): -4.6
Spin multiplicity: 1
Frontier orbital gap (hartree): 0.1996
Charge: +1
E_HOMO (eV): -10.0

Mulliken atomic charge list, values in e, 6 entries: -0.339 0.809 -0.486 0.365 -0.399 -0.316